# 1
{"formula": "C2H3NO2S", "method": "wB97M-V/def2-TZVPD", "energy_ha": -681.3830, "charge": 0, "homo_lumo_gap_ev": 10.41, "homo_energy_ev": -10.0617, "symbols": ["C", "C", "N", "O", "O", "S", "H", "H", "H"], "positions_angstrom": [[-0.742879, 0.386801, 1.202197], [-0.014909, 0.024307, -0.808697], [0.233002, 0.817559, 0.269970], [-0.910783, 0.566623, 2.367847], [1.239492, -1.092724, -0.657548], [-1.417485, -0.716769, 0.016480], [-0.205801, 0.405078, -1.720764], [0.990538, 1.508391, 0.300188], [0.828825, -1.899266, -0.969672]], "forces_ev_per_a": [[1.8650, 0.2683, 0.3681], [2.5783, -4.9564, 3.7082], [0.2238, 2.8380, 1.5949], [-0.1369, 0.3657, -0.7099], [-2.5465, 2.5443, -1.3364], [-1.6611, -1.1537, -0.6245], [0.2124, 1.0420, -3.3044], [-0.6023, -0.4893, 0.4843], [0.0674, -0.4589, -0.1802]]}



# 2
{"formula": "C55H44Cl3N5O3P2ReSi", "method": "wB97M-V/def2-TZVPD", "energy_ha": -5052.9831, "spin_multiplicity": 2, "charge": 0, "homo_lumo_gap_ev": [6.38, 6.25], "homo_energy_ev": [-7.7557, -8.2827], "s2": 0.7732, "symbols": ["Re", "C", "C", "O", "C", "C", "C", "N", "N", "C", "O", "C", "C", "C", "C", "C", "C", "H", "H", "H", "H", "H", "H", "H", "H", "H", "H", "H", "H", "C", "C", "C", "C", "C", "C", "C", "C", "P", "C", "C", "C", "C", "C", "C", "C", "C", "C", "C", "C", "C", "C", "O", "C", "C", "C", "C", "C", "C", "P", "C", "C", "C", "C", "C", "C", "C", "C", "C", "C", "C", "C", "H", "H", "H", "H", "H", "H", "H", "H", "H", "H", "H", "H", "H", "H", "H", "H", "H", "H", "H", "H", "H", "H", "H", "H", "H", "H", "H", "H", "H", "H", "H", "H", "Cl", "Si", "Cl", "Cl", "N", "C", "C", "C", "N", "C", "N"], "positions_angstrom": [[1.308620, 0.180515, -1.120718], [1.981761, -3.513056, -3.796680], [2.264065, -2.476649, -2.740225], [1.283790, -1.881884, -2.208681], [3.593566, -2.285115, -2.357901], [3.999382, -1.556303, -1.241707], [5.391903, -1.754503, -0.724417], [3.175072, -0.803775, -0.523925], [3.567587, -0.501803, 0.709551], [2.591119, -0.183755, 1.547089], [1.377243, -0.168725, 1.198719], [2.981656, 0.170092, 2.921826], [4.188473, 0.823589, 3.150023], [4.486799, 1.309816, 4.408751], [3.610021, 1.092344, 5.458847], [2.429534, 0.398748, 5.245546], [2.101684, -0.041012, 3.978104], [2.326854, -4.488308, -3.457810], [2.518025, -3.264246, -4.708911], [0.915401, -3.545035, -4.002801], [4.348125, -2.845350, -2.882557], [6.015376, -2.238250, -1.470318], [5.349847, -2.369148, 0.175232], [5.817976, -0.794070, -0.443453], [4.870029, 0.978096, 2.329676], [5.396198, 1.871421, 4.559593], [3.846236, 1.459471, 6.446390], [1.758103, 0.211121, 6.070404], [1.166357, -0.549172, 3.797840], [-6.192365, -0.730601, 0.421997], [-4.988436, -0.246057, 1.246569], [-5.439772, 0.160277, 2.659527], [-3.975313, -1.369221, 1.354958], [-4.258100, -2.544988, 2.042231], [-3.330680, -3.565966, 2.135248], [-2.101200, -3.462650, 1.505943], [-1.799704, -2.315817, 0.793157], [-0.358475, -2.033157, -0.314962], [0.743039, -3.331561, 0.338714], [1.317255, -4.347451, -0.414131], [2.234137, -5.209232, 0.163514], [2.592412, -5.064544, 1.492823], [2.019866, -4.056421, 2.251717], [1.102414, -3.198371, 1.678785], [-1.210184, -2.755614, -1.768859], [-1.552963, -4.099231, -1.841588], [-2.173157, -4.587914, -2.978436], [-2.482517, -3.735422, -4.025740], [-2.170520, -2.388531, -3.941249], [-1.531110, -1.901121, -2.816993], [-2.731631, -1.279047, 0.748219], [-2.298590, -0.189112, 0.056308], [-3.074635, 0.922816, 0.056816], [-2.464641, 2.058396, -0.471212], [-3.180055, 3.246069, -0.525332], [-4.492968, 3.280628, -0.095273], [-5.075668, 2.151916, 0.449892], [-4.371456, 0.959675, 0.562823], [-0.655829, 2.022492, -0.809070], [-0.243715, 2.852165, 0.778106], [0.041540, 4.204208, 0.931816], [0.333433, 4.710578, 2.187493], [0.336307, 3.884775, 3.297383], [0.027631, 2.541781, 3.152032], [-0.278905, 2.030886, 1.904888], [-0.557940, 3.294576, -2.105905], [0.515421, 4.173923, -2.183795], [0.579685, 5.125797, -3.184667], [-0.410814, 5.177249, -4.148574], [-1.465461, 4.280153, -4.100453], [-1.543212, 3.341467, -3.090757], [-6.665370, -1.585758, 0.898337], [-5.867417, -1.026873, -0.573398], [-6.930028, 0.061917, 0.318670], [-5.865323, -0.689459, 3.186242], [-6.188883, 0.945903, 2.620304], [-4.589094, 0.529214, 3.228751], [-5.219005, -2.670838, 2.516926], [-3.572923, -4.456979, 2.694435], [-1.387316, -4.270502, 1.574838], [1.038668, -4.473928, -1.448183], [2.674052, -5.997264, -0.430686], [3.316336, -5.733055, 1.936354], [2.293267, -3.936665, 3.289440], [0.650754, -2.412774, 2.268492], [-1.332469, -4.762842, -1.015994], [-2.413450, -5.638800, -3.049314], [-2.971278, -4.121457, -4.907372], [-2.408360, -1.721902, -4.756111], [-1.248490, -0.855780, -2.753076], [-2.710232, 4.143169, -0.893551], [-5.060703, 4.196392, -0.160882], [-6.096125, 2.204287, 0.798302], [0.063584, 4.869855, 0.083515], [0.572077, 5.757353, 2.293823], [0.570145, 4.290713, 4.270242], [0.042390, 1.892063, 4.014171], [-0.513776, 0.980689, 1.790688], [1.321647, 4.102244, -1.474336], [1.420531, 5.801183, -3.215847], [-0.353336, 5.898651, -4.949260], [-2.229150, 4.304939, -4.861256], [-2.365381, 2.639910, -3.066996], [2.811156, -0.368408, -4.720602], [1.648672, 0.829712, -3.483972], [-0.072906, 0.995060, -4.634889], [2.608160, 2.640402, -3.821234], [2.209819, 1.813740, -0.537175], [2.874780, 2.660193, -0.066329], [3.567007, 3.726730, 0.398358], [3.251886, 5.006024, -0.078022], [3.006819, 6.063519, -0.456388], [4.590123, 3.604665, 1.343160], [5.435218, 3.521909, 2.118373]], "forces_ev_per_a": [[0.2739, -2.6941, 2.0559], [-0.2734, 0.0986, 0.2890], [-0.2589, -0.0663, -0.0123], [0.4250, 1.4350, -0.4704], [0.3847, 0.6342, 0.6702], [0.8686, -0.9595, -0.4881], [-0.0240, 0.0729, -0.0160], [-2.4321, 1.2198, -0.3154], [1.2852, -0.3660, 0.1787], [-0.1259, 0.0440, -0.5304], [-0.3700, 0.1793, -0.5924], [0.0029, 0.1350, 0.2355], [-0.0799, -0.1329, -0.0988], [0.0577, 0.0010, 0.0973], [0.0759, -0.0058, 0.0210], [-0.0977, -0.0591, 0.1134], [0.0354, -0.0411, -0.1367], [0.0276, -0.1122, 0.0028], [0.0705, 0.0725, -0.0384], [-0.0854, -0.0358, -0.0239], [0.1037, -0.0691, -0.0688], [-0.0050, -0.0419, -0.0404], [0.0861, 0.0169, 0.0285], [0.0837, -0.0033, 0.0671], [0.0453, 0.0158, -0.0504], [0.0744, 0.0230, -0.0001], [0.0270, 0.0464, 0.0863], [-0.0814, 0.0033, 0.0731], [-0.1338, -0.0285, -0.0443], [0.1338, 0.0111, 0.0386], [-0.2422, -0.0103, 0.0342], [0.0832, -0.0316, -0.1174], [0.0995, 0.2305, -0.1948], [0.1611, -0.0196, -0.0408], [-0.1209, -0.1254, 0.0446], [0.1137, 0.0900, -0.0280], [0.1670, 0.8909, 0.0831], [-0.0983, -0.2977, -0.4574], [0.1674, 0.3437, -0.0550], [-0.0938, 0.0912, -0.0028], [0.0917, -0.1266, -0.0264], [0.0533, -0.0252, -0.0112], [0.0623, -0.0304, 0.1106], [-0.0550, 0.0570, -0.0241], [0.1819, 0.1961, 0.0027], [0.0055, 0.0694, 0.0367], [-0.0443, -0.1265, -0.0284], [-0.0332, -0.0357, -0.0646], [-0.0483, 0.0438, -0.0436], [0.0499, 0.0598, 0.1241], [-0.0523, -0.5490, 0.4308], [-0.2538, -0.1751, 0.0867], [-0.3934, 0.8550, -0.1886], [0.0327, -0.5938, -0.0921], [-0.0026, -0.1321, 0.0231], [-0.1013, 0.0819, 0.0362], [0.1896, -0.0294, -0.0599], [0.2365, -0.2687, 0.0189], [0.4669, 0.1899, -0.3601], [0.0982, -0.0701, -0.0223], [0.0483, -0.1352, -0.1306], [-0.0046, 0.0930, 0.1133], [-0.0055, 0.0421, -0.0424], [-0.0851, -0.0028, 0.1089], [0.0171, -0.0154, -0.1270], [0.0180, 0.0162, 0.0685], [-0.1748, -0.0826, 0.1225], [-0.0470, 0.0721, -0.0914], [0.0900, 0.0502, 0.0727], [-0.1204, -0.0822, -0.0653], [0.0440, 0.1169, 0.0768], [-0.0803, -0.0951, 0.0537], [-0.0051, -0.0415, -0.0928], [-0.0905, 0.0588, 0.0108], [-0.0799, -0.0585, 0.0696], [-0.1066, 0.0644, -0.0036], [0.0566, 0.0260, 0.0832], [-0.1120, 0.0378, 0.0616], [-0.0208, -0.0896, 0.0313], [0.0499, -0.0360, -0.0149], [-0.0177, -0.0205, -0.0918], [0.0282, -0.0670, -0.0505], [0.0314, -0.0459, 0.0238], [0.0218, 0.0230, 0.0959], [0.0286, 0.0482, 0.0822], [-0.0036, -0.0528, 0.0091], [-0.0531, -0.0797, 0.0145], [-0.0377, -0.0479, -0.0961], [-0.0150, 0.0850, -0.0783], [0.0028, -0.0087, -0.0681], [0.0502, 0.1001, -0.0600], [-0.0123, 0.0936, -0.0096], [-0.0865, -0.0187, 0.0721], [-0.0515, 0.0576, -0.0364], [0.0264, 0.1343, -0.0157], [0.0613, -0.0020, 0.0876], [-0.0651, -0.0580, 0.0509], [0.0085, 0.0286, 0.0767], [0.0120, 0.1112, 0.0105], [0.0892, 0.0741, -0.0039], [-0.0058, 0.1038, -0.0535], [-0.1045, -0.0047, -0.1193], [-0.0499, 0.0049, -0.0377], [0.1883, -0.2158, -0.2327], [-0.3877, 0.3491, 0.5164], [-0.2538, -0.1820, -0.2446], [0.2721, -0.0222, 0.0868], [0.1163, -0.3940, -0.3290], [-0.1485, -0.1571, -0.1892], [-0.3528, -0.4634, -0.2466], [-0.1310, 0.6449, -0.2763], [-0.1503, 0.2825, -0.1334], [0.5883, -0.2067, 0.5837], [0.1951, 0.0223, 0.1128]]}